No. 1
This record from the OMol25 dataset describes a structure of composition C31H47BrN10NdO2. The level of theory is ωB97M-V/def2-TZVPD.

Structure (XYZ):
```
92
Properties=species:S:1:pos:R:3
Nd -0.7360 0.0661 0.2282
C -3.8424 -1.2801 1.4068
C -4.0549 -0.9244 -0.0870
N -2.8398 -1.1233 -0.8583
C -2.9030 -0.7470 -2.2808
C -3.0193 0.7252 -2.5132
N -1.7415 1.4417 -1.9895
C -1.9243 2.9018 -2.0445
C -0.8635 3.6966 -1.2457
C -1.1278 3.7572 0.3010
N -0.5349 2.6289 1.0545
C -0.9076 2.6275 2.4889
C -2.1983 1.8647 2.8252
N -2.6615 0.8747 1.7867
C -3.6171 -0.0795 2.3295
H -3.0643 -2.0636 1.5171
H -4.7615 -1.7170 1.7745
H -4.3585 0.1412 -0.1865
H -4.9228 -1.5039 -0.4960
H -2.6223 -2.1163 -0.8122
H -3.7923 -1.1861 -2.8147
H -2.0353 -1.1948 -2.8138
H -3.8835 1.2103 -2.0340
H -3.0582 0.8771 -3.6268
H -1.0623 1.2673 -2.7185
H -2.8941 3.2645 -1.6567
H -1.9385 3.3278 -3.0913
H -0.8004 4.7327 -1.6136
H 0.0915 3.1667 -1.4239
H -2.1799 3.8541 0.4773
H -0.7110 4.7254 0.6579
H 0.4904 2.7130 0.9830
H -1.0169 3.6565 2.9322
H -0.0979 2.1469 3.0066
H -3.0231 2.5948 2.9791
H -2.0776 1.3200 3.7598
H -3.1473 1.4697 1.1123
H -4.5648 0.4819 2.6045
H -3.1810 -0.5273 3.2799
N 4.1093 -2.2937 -7.0823
C 3.2456 -1.8764 -6.3940
C 2.2502 -1.5020 -5.5256
C 2.2990 -1.9939 -4.2345
C 1.4040 -1.4597 -3.3092
N 0.4374 -0.5802 -3.6067
C 0.3641 -0.2014 -4.8985
C 1.2874 -0.5448 -5.8784
H 2.9764 -2.7940 -3.9998
H 1.4695 -1.7307 -2.2758
H -0.5179 0.4066 -5.1669
H 1.3898 -0.1186 -6.8656
N 5.9929 3.0711 -1.4667
C 5.7203 1.8917 -0.7738
O 6.6734 1.2207 -0.2830
C 4.3356 1.4292 -0.7337
C 3.8961 0.5310 0.2742
C 2.5659 0.1446 0.3117
N 1.6607 0.6117 -0.5808
C 2.0811 1.4331 -1.6076
C 3.4056 1.8774 -1.6522
H 6.9540 3.3729 -1.3069
H 5.3106 3.8157 -1.5303
H 4.6070 0.2382 1.0593
H 2.1589 -0.5153 1.0479
H 1.3588 1.6272 -2.3535
H 3.6851 2.5855 -2.4430
Br 0.8260 -5.4738 2.6817
C 0.0049 -4.5274 1.2695
C -1.1047 -5.1121 0.5805
C -1.4614 -4.5664 -0.6151
C -0.8115 -3.4184 -1.0611
N -0.0251 -2.6769 -0.2682
C 0.4843 -3.3129 0.8415
H -1.4934 -6.0538 1.0005
H -2.1806 -5.0767 -1.2685
H -0.9905 -3.0156 -2.1088
H 1.3295 -2.7988 1.3528
C 2.0968 0.9650 4.0741
N 1.4301 -0.3072 4.3160
C 1.6438 -0.9491 5.6116
C 0.5269 -0.8320 3.4767
C -0.3339 -1.9396 3.8986
O 0.3292 -0.3264 2.3056
H 1.8331 1.6547 4.9082
H 1.8293 1.3989 3.1294
H 3.1565 0.7824 4.0948
H 2.5285 -0.5512 6.1093
H 1.7534 -2.0228 5.4876
H 0.7823 -0.7793 6.2850
H -0.7820 -1.8550 4.9484
H 0.2483 -2.9069 3.8748
H -1.1572 -2.0159 3.1530
```

Values from the calculation:
**E_tot**: -137204.0124 eV
**2S+1**: 4
**Gap between HOMO and LUMO (spin up / spin down)**: 0.2936 / 0.3099 Ha
**Charge**: +3
**Max |F|**: 0.1251 Eh/bohr

Charges obtained by Löwdin population analysis, quoted in units of e: 1.911 -0.152 -0.202 -0.181 -0.224 -0.158 -0.115 -0.230 -0.141 -0.182 -0.149 -0.188 -0.157 -0.185 -0.217 0.110 0.125 0.120 0.153 0.070 0.156 0.102 0.122 0.151 0.061 0.125 0.149 0.132 0.082 0.113 0.140 0.119 0.155 0.071 0.142 0.121 0.107 0.163 0.137 0.233 -0.158 -0.231 0.027 -0.147 0.031 -0.121 0.035 0.132 0.072 0.117 0.136 0.171 -0.431 0.072 -0.107 0.060 -0.137 -0.088 -0.096 0.028 0.133 0.104 0.143 0.069 0.078 0.137 0.864 -0.654 -0.052 -0.042 -0.171 -0.028 -0.188 0.134 0.141 0.133 0.118 0.003 -0.103 -0.001 -0.436 0.008 -0.264 0.130 0.061 0.104 0.113 0.103 0.117 0.137 0.074 0.081


No. 2
This record from the OMol25 dataset describes a structure of composition C31H47BrN2P2Sn. The level of theory is ωB97M-V/def2-TZVPD.

Structure (XYZ):
```
84
Properties=species:S:1:pos:R:3
N -6.9512 5.5933 -5.7456
C -6.5595 6.1574 -4.5911
C -5.7949 5.4998 -3.6209
C -5.3899 4.1609 -3.8304
C -5.8060 3.5719 -5.0488
C -6.5686 4.3187 -5.9501
C -4.5901 3.4764 -2.8160
Sn 0.2957 -0.1478 1.1684
P 6.5080 -1.0886 0.1091
C -3.3851 2.8764 -3.0127
C -2.5661 2.1893 -2.0176
C -1.4527 1.4281 -2.4469
C -0.6318 0.7525 -1.5359
C -0.8817 0.8054 -0.1465
C -1.9971 1.5653 0.2834
C -2.8189 2.2388 -0.6244
Br 1.7868 -1.3540 2.8412
H -5.0326 3.4659 -1.8118
H -2.9520 2.8956 -4.0218
H -5.5095 6.0210 -2.7000
H -5.5389 2.5395 -5.2955
H -6.8740 7.1978 -4.4284
H -6.8929 3.8641 -6.8966
H -1.2328 1.3722 -3.5205
H -3.6721 2.8131 -0.2464
H 0.2204 0.1760 -1.9149
H -2.2275 1.6312 1.3534
P -0.1600 -2.1951 0.1504
C 5.9183 0.6908 0.2435
C 6.9682 1.7134 -0.2102
H 5.5900 0.8968 1.2817
H 5.0187 0.7659 -0.3962
H 6.7938 2.6965 0.2628
H 7.9909 1.3941 0.0608
H 6.9414 1.8501 -1.3056
C 5.6410 -1.5129 -1.5033
C 6.2803 -2.6720 -2.2787
H 5.6789 -0.5895 -2.1128
H 4.5710 -1.7204 -1.3028
H 5.9937 -2.6377 -3.3452
H 7.3827 -2.6316 -2.2205
H 5.9586 -3.6508 -1.8823
C 5.3394 -1.8747 1.3591
C 6.0064 -2.2471 2.6909
H 4.8454 -2.7536 0.8994
H 4.5450 -1.1275 1.5452
H 5.4407 -3.0440 3.2069
H 7.0383 -2.6109 2.5460
H 6.0564 -1.3727 3.3633
C -0.0985 -3.5812 1.3886
C -1.2501 -4.5940 1.4289
H -0.0268 -3.0567 2.3578
H 0.8745 -4.0806 1.2200
H -2.1791 -4.1193 1.7867
H -1.4515 -5.0542 0.4479
H -1.0034 -5.4055 2.1367
C 0.9523 -2.6838 -1.2573
C 0.3905 -2.6779 -2.6848
H 1.3072 -3.6961 -0.9943
H 1.8437 -2.0355 -1.1693
H -0.0895 -3.6405 -2.9305
H -0.3491 -1.8777 -2.8476
H 1.2127 -2.5272 -3.4067
C -1.8894 -2.0930 -0.5269
C -3.0299 -1.6060 0.3754
H -2.0998 -3.1189 -0.8803
H -1.7866 -1.4831 -1.4431
H -3.7759 -1.0248 -0.1934
H -3.5526 -2.4352 0.8779
H -2.6239 -0.9421 1.1596
C -2.1710 1.1357 6.8678
C -1.6766 0.8399 5.4825
C -0.9364 1.8020 4.7871
C -0.4365 1.5021 3.5193
N -0.6664 0.2811 2.9566
C -1.4038 -0.6627 3.6089
C -1.9242 -0.3989 4.8793
H -1.3028 1.3472 7.5291
H -2.8385 2.0217 6.8522
H -2.7275 0.2747 7.2946
H -0.7244 2.7650 5.2349
H 0.1679 2.2364 3.0015
H -1.5710 -1.6322 3.1674
H -2.4904 -1.1649 5.3925
```

Values from the calculation:
**E_tot**: -130299.3236 eV
**2S+1**: 1
**Gap between HOMO and LUMO (spin up / spin down)**: 0.2155 / 0.1930 Ha
**Charge**: +4
**Max |F|**: 0.1079 Eh/bohr

Charges obtained by Löwdin population analysis, quoted in units of e: 0.318 -0.006 0.047 -0.165 0.048 -0.008 -0.011 0.973 1.269 -0.005 -0.173 0.009 -0.125 -0.397 -0.092 0.018 0.376 0.132 0.135 0.149 0.146 0.165 0.164 0.136 0.128 0.102 0.108 0.838 -0.379 -0.139 0.091 0.087 0.092 0.082 0.086 -0.378 -0.139 0.090 0.078 0.092 0.084 0.083 -0.395 -0.138 0.089 0.030 0.088 0.082 0.087 -0.407 -0.103 -0.018 0.095 0.073 0.089 0.104 -0.337 -0.112 0.099 0.068 0.102 0.054 0.097 -0.345 -0.101 0.106 0.064 0.100 0.090 0.031 -0.006 -0.209 0.040 -0.096 -0.229 -0.110 0.049 0.120 0.117 0.105 0.143 0.128 0.105 0.139


No. 3
This record from the OMol25 dataset describes a structure of composition C31H47Cl2IN5O3P2RbS2. The level of theory is ωB97M-V/def2-TZVPD.

Structure (XYZ):
```
94
Properties=species:S:1:pos:R:3
Rb -0.2184 0.4124 -1.1389
Cl 1.2655 -3.3446 -5.4316
C 1.3336 -3.0123 -3.6791
Cl 1.3101 -1.2872 -3.3396
H 2.2525 -3.4393 -3.2952
H 0.4477 -3.4556 -3.2358
S -2.7228 2.8434 -1.4871
C -2.1138 4.2162 -0.6118
C -3.0473 5.1294 -0.0955
C -2.7090 6.2088 0.7148
C -3.7376 7.0707 1.2024
N -4.5850 7.7502 1.5891
C -1.3556 6.4110 1.0296
C -0.4081 5.5433 0.5007
C -0.7212 4.4655 -0.3464
S 0.5886 3.5203 -0.9872
C -0.9441 7.4860 1.8783
N -0.6041 8.3529 2.5577
H -4.0917 4.9722 -0.3364
H 0.6348 5.6976 0.7451
C -3.1239 1.9153 1.8866
C -2.9214 0.7061 1.1039
N -2.7833 -0.2759 0.5261
H -3.2834 2.7293 1.1726
H -2.2333 2.1323 2.4738
H -3.9812 1.7986 2.5468
I -2.3704 4.9819 -4.7984
C -1.9429 2.9453 -4.9425
C -2.6404 2.1362 -5.8106
C -2.3119 0.7853 -5.8532
C -1.2881 0.3361 -5.0421
N -0.6129 1.1210 -4.1985
C -0.9535 2.4040 -4.1264
H -3.4247 2.5412 -6.4373
H -2.8341 0.1038 -6.5113
H -0.9915 -0.7083 -5.0607
H -0.3916 3.0203 -3.4310
C -4.2114 -0.6580 -2.6989
O -3.7871 -1.9775 -2.3283
P -2.1617 -2.1952 -2.3204
O -1.9325 -2.9243 -3.7759
C -2.6935 -4.0736 -4.1260
O -2.0928 -3.5247 -1.4038
C -1.7747 -3.3425 -0.0043
H -5.2693 -0.5881 -2.4544
H -4.0735 -0.4896 -3.7695
H -3.6704 0.1053 -2.1362
H -2.5981 -4.2059 -5.2031
H -3.7443 -3.9403 -3.8644
H -2.3113 -4.9575 -3.6135
H -1.4518 -4.3153 0.3663
H -2.6626 -3.0148 0.5340
H -0.9675 -2.6111 0.1350
C 0.0466 -0.0287 3.3191
C 1.5535 0.0770 3.0655
C 2.3026 0.0695 4.3994
C 1.7491 1.4548 2.4181
P 1.9617 -1.2949 1.7613
N 0.9383 -1.3926 0.6492
C 3.7493 -0.9050 1.1257
C 4.8077 -0.4416 2.1294
C 3.5904 0.1481 0.0190
C 4.2815 -2.1511 0.4091
C 2.1219 -2.9461 2.7739
C 3.3248 -3.1523 3.6956
C 0.8363 -3.0996 3.5962
C 2.0623 -4.0803 1.7408
H -0.3133 0.9046 3.7680
H -0.2111 -0.8393 3.9998
H -0.4710 -0.2016 2.3754
H 1.9844 0.9361 4.9922
H 3.3816 0.1432 4.2637
H 2.0950 -0.8192 4.9930
H 1.3125 2.2182 3.0713
H 1.2464 1.5279 1.4536
H 2.7958 1.7157 2.2811
H 4.5659 0.5215 2.5721
H 5.7694 -0.3270 1.6128
H 4.9514 -1.1592 2.9370
H 3.3236 1.1334 0.3888
H 2.8143 -0.1692 -0.6795
H 4.5364 0.2418 -0.5281
H 4.5884 -2.9352 1.0991
H 5.1625 -1.8745 -0.1825
H 3.5220 -2.5466 -0.2675
H 3.4069 -2.3696 4.4482
H 4.2637 -3.1913 3.1450
H 3.2188 -4.1101 4.2229
H 0.8058 -2.4359 4.4576
H 0.7672 -4.1277 3.9723
H -0.0351 -2.9012 2.9700
H 3.0066 -4.2330 1.2234
H 1.2998 -3.8386 0.9976
H 1.8035 -5.0207 2.2429
```

Values from the calculation:
**E_tot**: -120554.6144 eV
**2S+1**: 1
**Gap between HOMO and LUMO**: 0.1814 Ha
**Charge**: -2
**Max |F|**: 0.0126 Eh/bohr

Charges obtained by Löwdin population analysis, quoted in units of e: 0.387 0.484 -0.978 0.533 0.027 0.004 0.471 -0.751 -0.114 -0.229 -0.213 0.116 -0.227 -0.098 -0.745 0.398 -0.209 0.118 0.096 0.094 -0.047 -0.299 0.156 0.037 0.082 0.083 0.850 -0.730 -0.154 -0.085 -0.178 0.027 -0.278 0.088 0.097 0.073 0.020 -0.133 -0.349 0.797 -0.390 -0.137 -0.349 -0.142 0.083 0.070 0.031 0.079 0.077 0.078 0.076 0.064 0.011 -0.117 -0.590 -0.093 -0.101 0.720 -0.402 -0.594 -0.094 -0.108 -0.117 -0.595 -0.098 -0.117 -0.123 0.075 0.052 0.046 0.080 0.055 0.052 0.084 0.043 0.060 0.056 0.078 0.055 0.060 0.033 0.080 0.050 0.076 0.071 0.054 0.052 0.076 0.050 0.073 0.075 0.049 0.051 0.071


No. 4
This record from the OMol25 dataset describes a structure of composition C31H47ClN6OPS2SeW. The level of theory is ωB97M-V/def2-TZVPD.

Structure (XYZ):
```
91
Properties=species:S:1:pos:R:3
W -0.4268 -0.3469 0.0215
N -2.6298 -2.8331 1.8721
C -3.0625 -3.2896 0.5474
C -1.9016 -3.4893 -0.4087
N -1.2770 -2.2283 -0.9181
H -2.7889 -3.5618 2.5577
H -3.1765 -2.0339 2.1679
H -3.7617 -2.5770 0.1099
H -3.6055 -4.2363 0.6010
H -2.2668 -4.0291 -1.2865
H -1.1302 -4.0989 0.0489
H -2.0015 -1.7677 -1.4703
H -0.6089 -2.4969 -1.6484
C 1.6255 4.2999 -1.0957
C 0.7361 3.3515 -1.9022
C -0.7096 3.4955 -1.5121
C -1.5064 4.3620 -2.2462
C -2.8153 4.6218 -1.8758
C -3.3188 4.0573 -0.7215
C -2.5506 3.1992 0.0631
C -3.1497 2.7540 1.3792
C -3.1776 3.8917 2.4041
C -1.2603 2.8776 -0.3831
N -0.5216 1.8759 0.3705
C -0.2538 2.2159 1.5979
C -0.0187 1.2171 2.5579
C 0.1202 1.2613 3.9444
C -0.0600 -0.0460 4.3928
C -0.3067 -0.8287 3.2661
N -0.2679 -0.0831 2.1439
H 2.6660 4.2425 -1.4193
H 1.5917 4.0657 -0.0280
H 1.2930 5.3316 -1.2140
H 1.0626 2.3226 -1.7797
H 0.8320 3.5793 -2.9651
H -1.0878 4.8353 -3.1262
H -3.4315 5.2787 -2.4752
H -4.3297 4.2835 -0.4038
H -2.6284 1.8948 1.7969
H -4.1736 2.4245 1.1945
H -2.1733 4.2396 2.6552
H -3.6600 3.5651 3.3257
H -3.7287 4.7499 2.0194
H -0.3028 3.2619 1.8891
H 0.2853 2.1463 4.5382
H -0.0475 -0.3912 5.4134
H -0.5550 -1.8726 3.2226
Cl 4.6092 2.5508 0.7096
C 3.6654 1.5442 -0.3182
C 4.1166 1.1680 -1.5708
C 3.3112 0.3277 -2.3218
C 2.1061 -0.1037 -1.8046
N 1.6630 0.2827 -0.5947
C 2.4339 1.1038 0.1281
H 5.0703 1.5201 -1.9399
H 3.6109 -0.0012 -3.3067
H 1.4662 -0.7704 -2.3708
H 2.0687 1.4202 1.0930
Se -5.2785 0.0216 -0.3203
C -3.5771 -0.0588 0.0210
N -2.4298 -0.1686 0.2686
C 1.8773 -3.8217 -1.3836
C 2.5150 -2.9659 -0.2953
P 1.3646 -2.1369 0.8726
C 0.7139 -3.6138 1.7613
C 1.5620 -4.1229 2.9244
C 2.5094 -1.2970 2.0618
C 4.0059 -1.3675 1.7662
H 2.6436 -4.4163 -1.8803
H 1.3945 -3.2089 -2.1424
H 1.1387 -4.5229 -0.9915
H 3.1669 -2.2156 -0.7408
H 3.1525 -3.5824 0.3438
H 0.6551 -4.3925 1.0004
H -0.3090 -3.4053 2.0634
H 2.6126 -4.2414 2.6533
H 1.1947 -5.0999 3.2383
H 1.5068 -3.4653 3.7912
H 2.3058 -1.7266 3.0405
H 2.1915 -0.2614 2.1488
H 4.3889 -2.3869 1.7855
H 4.5420 -0.8045 2.5308
H 4.2607 -0.9298 0.8003
C -1.1831 -0.4990 -6.1152
O -1.2451 0.1175 -4.8177
C -0.7641 -0.5198 -3.7640
S -0.0176 -2.0048 -3.8850
S -1.0318 0.4676 -2.3702
H -1.6534 0.2149 -6.7830
H -1.7261 -1.4418 -6.1080
H -0.1480 -0.6769 -6.3994
```

Values from the calculation:
**E_tot**: -154548.2816 eV
**2S+1**: 3
**Gap between HOMO and LUMO (spin up / spin down)**: 0.2634 / 0.2546 Ha
**Charge**: +1
**Max |F|**: 0.0069 Eh/bohr

Charges obtained by Löwdin population analysis, quoted in units of e: 1.384 0.014 -0.253 -0.198 -0.138 0.083 0.069 0.064 0.122 0.130 0.080 0.041 -0.028 -0.074 -0.209 -0.232 -0.031 -0.049 -0.027 -0.166 -0.222 -0.071 -0.216 -0.044 -0.097 -0.337 -0.004 -0.053 -0.173 -0.143 0.068 0.065 0.085 0.050 0.119 0.120 0.111 0.124 0.081 0.081 0.065 0.079 0.077 0.150 0.117 0.104 0.080 0.749 -0.656 -0.044 -0.007 -0.184 -0.129 -0.193 0.126 0.128 0.016 0.095 0.703 -0.934 -0.138 -0.130 -0.368 0.970 -0.384 -0.118 -0.356 -0.114 0.088 -0.021 0.063 0.067 0.085 0.060 0.028 0.075 0.085 0.068 0.068 0.042 0.072 0.088 0.057 -0.083 -0.220 -1.181 0.713 0.755 0.098 0.083 0.080


Values for ΔE to the lowest compared entry with this formula, charge and spin, eV, ordered as above
0.0000 0.0000 0.5355 0.0075